Molecular formula: C6H14N3
Method: DFT, wB97M-V/def2-TZVPD

Values from the calculation:
Frontier orbital gap (spin up / spin down) (eV): 3.68 / 4.31
Max |F| (eV/A): 6.1
Charge: +1
2S+1: 3
⟨S²⟩: 2.01
HOMO energy (spin up / spin down) (eV): -8.07 / -12.60
Lowest unoccupied orbital energy (spin up / spin down) (Ha): -0.16143 / -0.30482

Each atom is followed by the atoms it is bonded to, with distances in Å.
CARTESIAN COORDINATES (ANGSTROEM)
1 C -2.516 0.163 0.241  N7 1.392, H10 1.064, H11 1.101, H13 1.026
2 C -0.567 -1.344 0.231  N7 1.190, N9 1.233
3 C -0.370 2.564 -1.707  N8 1.269, H12 1.048, H14 1.109
4 C 0.809 2.758 0.310  N8 1.461, H15 1.082, H16 1.099, H17 1.220
5 C 0.890 -2.740 1.412  N9 1.424, H18 1.114, H19 1.155, H20 1.125
6 C 1.373 -1.961 -0.876  N9 1.453, H21 1.091, H22 1.091, H23 1.104
7 N -1.230 -0.362 0.336  C1 1.392, C2 1.190
8 N -0.337 2.295 -0.467  C3 1.269, C4 1.461
9 N 0.496 -1.967 0.283  C2 1.233, C5 1.424, C6 1.453
10 H -3.243 -0.579 0.470  C1 1.064
11 H -2.469 1.063 0.873  C1 1.101
12 H -1.318 2.451 -2.141  C3 1.048
13 H -2.635 0.517 -0.715  C1 1.026
14 H 0.376 3.201 -2.224  C3 1.109
15 H 1.234 1.908 0.829  C4 1.082
16 H 1.565 3.420 -0.136  C4 1.099
17 H 0.364 3.393 1.252  C4 1.220
18 H 0.888 -2.210 2.392  C5 1.114
19 H 1.909 -3.271 1.300  C5 1.155
20 H -0.017 -3.360 1.654  C5 1.125
21 H 1.296 -1.014 -1.412  C6 1.091
22 H 1.110 -2.854 -1.443  C6 1.091
23 H 2.392 -2.070 -0.464  C6 1.104

natural (NBO) atomic charge list, values in e, 2 entries: -0.417 0.452